Molecular formula: C21H33N3O7P2W
Method: DFT, ωB97M-V/def2-TZVPD

As for the expectation value of S²: 2.014. The value obtained for the energy above the lowest of the compared OMol25 structures with the same formula, charge and spin is 36.0 kcal per mole. For the HOMO-LUMO gap (alpha / beta), the calculation gives 6.47 / 5.63 eV. Its strongest force on any atom is 0.1218 hartree/bohr.

```
! wB97M-V def2-TZVPD RIJCOSX def2/J DEFGRID3
* xyz 2 3
P -0.32 -0.35 -3.10
P 2.11 -2.00 -0.68
C 1.30 -1.23 -3.16
C 1.27 -2.45 -2.23
H 2.09 -0.51 -2.86
H 1.45 -1.54 -4.20
H 0.25 -2.75 -1.90
H 1.77 -3.34 -2.64
C 3.88 -1.57 -0.92
H 4.20 -0.98 -0.04
H 4.00 -0.96 -1.83
H 4.50 -2.48 -0.97
C 2.35 -3.74 -0.04
H 3.40 -4.06 -0.10
H 1.75 -4.46 -0.61
H 2.05 -3.83 1.01
C 0.00 0.92 -4.37
H -0.92 1.22 -4.89
H 0.60 0.34 -5.08
H 0.57 1.82 -4.02
C -1.49 -1.54 -3.81
H -1.42 -2.49 -3.24
H -1.16 -1.65 -4.86
H -2.51 -1.10 -3.73
W -0.07 1.51 -1.85
C 1.49 -2.03 3.06
C 1.65 -1.30 1.95
C 0.52 -0.72 1.15
C -0.85 -1.39 0.91
C -0.86 -2.82 0.51
C -0.66 -3.81 1.39
C -0.61 -3.61 2.89
C 0.15 -2.38 3.54
C -2.26 2.03 -2.10
H 2.33 -2.41 3.67
H 2.67 -1.08 1.56
H 0.94 -0.44 0.14
H 0.34 0.30 1.50
H -1.56 -1.08 1.71
H -1.24 -0.83 0.06
H -1.04 -3.06 -0.56
H -0.60 -4.86 1.04
H -0.22 -4.55 3.34
H -1.67 -3.48 3.21
H -0.52 -1.50 3.49
H 0.19 -2.65 4.61
H -2.80 1.78 -1.17
H -2.87 1.62 -2.92
H -2.35 3.13 -2.21
O -1.99 6.13 4.38
N -1.64 6.33 3.19
O -1.42 7.47 2.72
C -1.48 5.19 2.36
C -1.57 3.93 2.96
C -1.18 2.81 2.26
C -0.83 2.89 0.87
O -0.60 1.80 0.19
C -0.85 4.18 0.26
C -1.13 5.33 1.00
N -0.58 4.19 -1.19
O -1.21 4.93 -1.95
O 0.52 3.57 -1.60
N -1.03 1.52 2.93
O -2.02 0.77 3.09
O 0.14 1.27 3.30
H -1.86 3.80 4.00
H -1.08 6.32 0.56
*
```

Molecular formula: C21H33N4O2
Method: DFT, ωB97M-V/def2-TZVPD

The value obtained for the energy above the lowest of the compared OMol25 structures with the same formula, charge and spin is 28.7 kcal per mole. For the HOMO-LUMO gap, the calculation gives 8.49 eV. Its strongest force on any atom is 0.0681 hartree/bohr.

```
! wB97M-V def2-TZVPD RIJCOSX def2/J DEFGRID3
* xyz 1 1
C 3.88 -2.91 1.88
C 3.27 -1.86 0.85
C 2.24 -0.92 1.62
O 1.41 -0.19 0.67
C 0.16 0.09 1.18
O -0.23 1.20 1.40
C -0.79 -1.15 1.40
C -0.63 -2.30 0.48
C -1.51 -3.45 0.75
N -2.40 -3.41 1.80
C -2.58 -2.35 2.66
C -1.76 -1.14 2.50
H 3.16 -3.22 2.67
H 4.26 -3.79 1.29
H 4.76 -2.42 2.37
H 4.09 -1.19 0.48
H 2.73 -2.42 0.04
H 1.67 -1.60 2.32
H 2.80 -0.18 2.25
H 0.12 -2.32 -0.35
H -1.41 -4.34 0.09
H -2.97 -4.25 1.96
H -3.30 -2.37 3.51
H -1.83 -0.25 3.16
C -2.25 3.69 -1.90
C -1.41 2.49 -1.47
C -0.57 1.91 -2.61
C -1.45 1.45 -3.71
N -2.13 1.09 -4.56
H -2.97 3.41 -2.67
H -2.81 4.08 -1.05
H -1.62 4.49 -2.29
H -2.08 1.71 -1.07
H -0.75 2.79 -0.65
H 0.03 1.07 -2.24
H 0.12 2.66 -2.99
C -4.56 -0.66 -1.95
C -4.55 -1.25 -3.36
C -4.82 -2.76 -3.37
C -3.77 -3.47 -2.60
N -2.96 -4.02 -2.00
H -3.77 -1.09 -1.33
H -4.40 0.42 -1.99
H -5.52 -0.84 -1.46
H -3.58 -1.04 -3.82
H -5.31 -0.75 -3.96
H -4.81 -3.13 -4.40
H -5.80 -2.98 -2.94
C 3.41 2.88 1.52
C 4.34 3.63 2.46
C 5.81 3.58 2.01
C 6.27 2.17 1.97
N 6.62 1.08 1.94
H 3.66 1.81 1.48
H 2.38 2.96 1.86
H 3.47 3.28 0.50
H 4.25 3.22 3.47
H 4.02 4.68 2.52
H 6.43 4.15 2.70
H 5.92 4.02 1.02
*
```

Molecular formula: C21H33N4O3
Method: DFT, ωB97M-V/def2-TZVPD

The value obtained for the energy above the lowest of the compared OMol25 structures with the same formula, charge and spin is 0.0 kcal per mole. For the HOMO-LUMO gap, the calculation gives 4.86 eV. Its strongest force on any atom is 0.0512 hartree/bohr.

```
! wB97M-V def2-TZVPD RIJCOSX def2/J DEFGRID3
* xyz -1 1
C -1.42 -3.23 -1.01
C -0.75 -3.08 0.31
C -0.21 -1.88 0.72
C 0.59 -1.83 1.95
O 0.16 -1.66 3.10
N 1.95 -2.02 1.72
C 2.84 -2.05 2.85
C 2.57 -1.69 0.46
N -0.59 -4.10 1.19
N -1.20 -5.19 0.96
C -1.60 -5.80 2.20
N -2.19 -6.97 1.87
O -1.46 -5.37 3.33
H -0.70 -3.09 -1.84
H -1.86 -4.23 -1.11
H -2.20 -2.47 -1.11
H -0.41 -1.00 0.14
H 2.40 -2.66 3.63
H 3.79 -2.50 2.52
H 3.05 -1.05 3.26
H 2.10 -2.26 -0.35
H 2.49 -0.61 0.23
H 3.63 -1.95 0.51
H -2.22 -7.24 0.90
H -2.47 -7.60 2.60
C 1.55 1.59 -4.21
C 0.90 1.09 -2.92
C -0.44 0.41 -3.23
C 1.82 0.03 -2.32
C 0.63 2.25 -1.91
C 0.01 2.01 -0.60
O -0.17 0.84 -0.16
C -0.45 3.16 0.19
C -1.34 2.98 1.45
C -1.71 4.32 2.08
C -0.63 2.14 2.51
C -2.62 2.25 1.04
C -0.16 4.42 -0.28
C 0.48 4.63 -1.50
C 0.89 3.55 -2.28
H 2.51 2.08 -4.00
H 1.75 0.76 -4.89
H 0.90 2.30 -4.74
H -0.87 0.03 -2.30
H -1.14 1.14 -3.67
H -0.31 -0.42 -3.93
H 1.34 -0.41 -1.44
H 2.01 -0.77 -3.04
H 2.78 0.46 -2.02
H -2.28 4.95 1.39
H -2.32 4.18 2.97
H -0.81 4.88 2.38
H -0.35 1.17 2.10
H 0.27 2.65 2.87
H -1.30 1.98 3.37
H -2.36 1.27 0.63
H -3.28 2.12 1.90
H -3.15 2.82 0.27
H -0.46 5.29 0.30
H 0.63 5.65 -1.86
H 1.39 3.76 -3.22
*
```

Molecular formula: C21H33N5O3
Method: DFT, ωB97M-V/def2-TZVPD

Its SMILES is COC[C@@H]1CN(C(=O)[C@H]2CCC23CCC3)CCN1C(=O)Cc1nncn1C(C)C. The value obtained for the energy above the lowest of the compared OMol25 structures with the same formula, charge and spin is 5.3 kcal per mole. For the HOMO-LUMO gap, the calculation gives 9.78 eV. Its strongest force on any atom is 0.0093 hartree/bohr.

```
! wB97M-V def2-TZVPD RIJCOSX def2/J DEFGRID3
* xyz 0 1
C 2.98 2.99 -0.12
O 1.66 2.60 -0.43
C 1.13 1.70 0.51
C -0.27 1.33 0.05
C -0.89 0.28 0.97
N -0.21 -1.00 0.82
C 0.63 -1.44 1.80
O 0.69 -0.86 2.88
C 1.46 -2.66 1.50
C 2.61 -2.61 0.46
C 3.33 -3.67 1.31
C 2.49 -3.22 2.51
C 3.15 -2.26 3.53
C 2.33 -2.95 4.65
C 2.04 -4.11 3.68
C -0.26 -1.49 -0.55
C 0.37 -0.48 -1.50
N -0.27 0.82 -1.34
C -0.08 1.69 -2.40
O 0.53 1.36 -3.39
C -0.83 3.02 -2.43
C -2.05 3.18 -1.58
N -2.21 4.05 -0.63
N -3.45 3.86 -0.09
C -4.00 2.87 -0.74
N -3.16 2.40 -1.70
C -3.43 1.37 -2.71
C -4.35 1.92 -3.79
C -3.99 0.11 -2.05
H 3.32 3.66 -0.91
H 3.03 3.51 0.84
H 3.65 2.12 -0.08
H 1.78 0.82 0.61
H 1.06 2.16 1.51
H -0.88 2.22 0.09
H -0.82 0.59 2.01
H -1.95 0.15 0.71
H 0.78 -3.48 1.23
H 2.39 -2.84 -0.58
H 3.12 -1.64 0.50
H 3.07 -4.68 0.98
H 4.41 -3.59 1.41
H 4.21 -2.49 3.61
H 3.01 -1.19 3.40
H 2.86 -3.19 5.57
H 1.44 -2.38 4.88
H 1.02 -4.49 3.64
H 2.72 -4.95 3.82
H 0.24 -2.45 -0.63
H -1.31 -1.63 -0.82
H 1.45 -0.42 -1.33
H 0.23 -0.80 -2.53
H -0.13 3.80 -2.11
H -1.05 3.19 -3.48
H -4.99 2.48 -0.56
H -2.46 1.13 -3.15
H -4.50 1.18 -4.57
H -5.32 2.18 -3.37
H -3.92 2.82 -4.24
H -4.11 -0.67 -2.80
H -3.32 -0.25 -1.28
H -4.97 0.30 -1.61
*
```

Molecular formula: C21H33NO4
Method: DFT, ωB97M-V/def2-TZVPD

Its SMILES is CCCCCCCCCCCC(=O)N[C@H](C(=O)O)[C@@H](O)c1ccccc1. The value obtained for the energy above the lowest of the compared OMol25 structures with the same formula, charge and spin is 5.5 kcal per mole. For the HOMO-LUMO gap, the calculation gives 9.66 eV. Its strongest force on any atom is 0.0135 hartree/bohr.

```
! wB97M-V def2-TZVPD RIJCOSX def2/J DEFGRID3
* xyz 0 1
C 1.46 -2.39 3.50
C 1.15 -1.04 2.88
C 0.01 -0.31 3.59
C -0.33 1.01 2.91
C -1.53 1.71 3.55
C -1.97 2.96 2.78
C -3.25 2.77 1.96
C -3.13 1.78 0.81
C -2.27 2.30 -0.34
C -2.38 1.44 -1.61
C -1.71 0.06 -1.47
C -0.21 0.22 -1.31
O 0.35 0.16 -0.23
N 0.44 0.46 -2.46
C 1.86 0.70 -2.57
C 2.17 0.89 -4.04
O 1.33 0.87 -4.91
O 3.46 1.11 -4.28
C 2.74 -0.42 -1.90
O 3.04 -0.06 -0.59
C 2.07 -1.77 -2.02
C 1.89 -2.57 -0.90
C 1.26 -3.80 -1.01
C 0.81 -4.24 -2.23
C 1.00 -3.46 -3.36
C 1.63 -2.23 -3.26
H 1.75 -2.27 4.55
H 0.59 -3.04 3.46
H 2.28 -2.88 2.98
H 0.87 -1.17 1.83
H 2.04 -0.41 2.90
H 0.29 -0.13 4.64
H -0.87 -0.95 3.60
H -0.52 0.81 1.86
H 0.54 1.67 2.96
H -1.26 1.98 4.57
H -2.36 1.01 3.60
H -2.16 3.77 3.49
H -1.16 3.29 2.13
H -4.04 2.43 2.64
H -3.56 3.74 1.57
H -4.14 1.58 0.42
H -2.73 0.84 1.18
H -2.59 3.31 -0.59
H -1.23 2.34 -0.03
H -1.92 1.97 -2.44
H -3.44 1.28 -1.84
H -2.10 -0.45 -0.59
H -1.92 -0.54 -2.35
H -0.05 0.47 -3.34
H 2.14 1.63 -2.06
H 3.62 1.25 -5.22
H 3.71 -0.44 -2.42
H 2.18 0.04 -0.12
H 2.26 -2.23 0.05
H 1.13 -4.40 -0.12
H 0.31 -5.20 -2.32
H 0.66 -3.81 -4.32
H 1.77 -1.63 -4.14
*
```

Molecular formula: C21H34BBr2Cl7F4Mg2N5O6S
Method: DFT, ωB97M-V/def2-TZVPD

The value obtained for the energy above the lowest of the compared OMol25 structures with the same formula, charge and spin is 55.0 kcal per mole. For the HOMO-LUMO gap, the calculation gives 1.56 eV. Its strongest force on any atom is 0.0713 hartree/bohr.

```
! wB97M-V def2-TZVPD RIJCOSX def2/J DEFGRID3
* xyz 1 1
C -2.44 -0.31 5.53
C -1.23 -0.77 4.67
B -1.58 -0.54 3.19
O -2.51 0.43 2.80
N -0.95 -1.29 2.04
N -1.69 -1.94 1.10
C -0.82 -2.43 0.23
N 0.42 -2.16 0.56
C 0.35 -1.40 1.74
N 1.31 -0.88 2.44
C 2.72 -1.02 2.08
C 2.98 -0.52 0.65
C 4.30 0.22 0.52
C 4.12 1.69 0.88
N 3.53 2.52 -0.19
C 4.22 2.42 -1.47
C 2.14 2.39 -0.26
C 1.43 1.82 -1.48
O 1.44 2.75 0.67
H -3.34 -0.73 5.07
H -2.54 0.77 5.44
H -2.35 -0.64 6.55
H -0.35 -0.15 4.89
H -0.92 -1.92 4.84
H -3.35 0.03 2.56
H -2.69 -2.01 1.11
H -1.12 -2.97 -0.65
H 1.13 -0.37 3.28
H 3.34 -0.48 2.79
H 2.97 -2.09 2.14
H 2.14 0.07 0.33
H 3.05 -1.42 0.05
H 5.01 -0.21 1.22
H 4.72 0.03 -0.47
H 5.04 2.17 1.21
H 3.44 1.73 1.73
H 5.28 2.42 -1.26
H 4.05 3.30 -2.08
H 4.03 1.49 -2.01
H 0.29 1.73 -1.21
H 1.48 2.46 -2.36
H 1.78 0.84 -1.75
C -5.91 1.63 3.59
O -4.77 2.21 4.14
H -6.79 1.98 4.14
H -6.02 1.93 2.53
H -5.86 0.52 3.66
H -3.99 1.91 3.66
Br -0.15 -0.01 -0.98
Mg -6.27 0.83 1.34
Br 2.18 -3.88 1.15
C -6.60 -3.27 -3.36
F -5.99 -3.27 -4.52
F -7.86 -2.72 -3.56
F -6.80 -4.53 -3.01
S -5.66 -2.32 -2.09
O -5.58 -0.99 -2.62
O -4.42 -3.01 -1.97
O -6.53 -2.42 -0.88
Mg -8.66 -2.49 -1.36
F -1.22 -2.91 -9.51
C -1.82 -2.97 -8.31
C -3.16 -3.29 -8.24
C -3.77 -3.36 -7.00
C -3.05 -3.09 -5.85
C -1.70 -2.76 -5.94
C -1.08 -2.70 -7.18
H -3.71 -3.49 -9.15
H -4.82 -3.62 -6.94
H -3.53 -3.13 -4.88
H -1.14 -2.55 -5.04
H -0.03 -2.46 -7.27
Cl 0.13 -3.25 4.26
C 5.35 5.04 2.93
Cl 5.81 6.44 1.96
Cl 6.48 3.71 2.62
Cl 5.40 5.47 4.64
Cl 3.72 4.53 2.50
C 9.70 5.46 2.00
Cl 9.64 6.35 0.47
Cl 11.13 4.44 2.10
H 9.71 6.18 2.81
H 8.81 4.84 2.07
*
```

Molecular formula: C21H34BaN3O3P
Method: DFT, ωB97M-V/def2-TZVPD

The value obtained for the energy above the lowest of the compared OMol25 structures with the same formula, charge and spin is 0.0 kcal per mole. For the HOMO-LUMO gap, the calculation gives 6.12 eV. Its strongest force on any atom is 0.0794 hartree/bohr.

```
! wB97M-V def2-TZVPD RIJCOSX def2/J DEFGRID3
* xyz 0 1
C 0.84 2.98 -3.78
C -0.42 2.59 -3.33
C -0.56 1.50 -2.43
C 0.57 0.78 -2.09
C 1.82 1.15 -2.52
C 1.98 2.29 -3.35
C -1.91 1.14 -1.85
C -2.55 -0.18 -2.40
N -1.63 -1.35 -2.54
Ba -0.44 -1.51 -0.57
C 3.05 0.41 -2.04
P 2.60 -1.28 -1.43
H -1.32 3.12 -3.67
H 2.99 2.59 -3.64
H 0.95 3.84 -4.45
H 3.49 0.91 -1.16
H 3.81 0.31 -2.83
H -1.83 1.08 -0.74
H -2.61 1.96 -2.07
H -3.38 -0.48 -1.75
C 4.16 -1.66 -0.58
C 2.78 -2.28 -2.96
H -3.00 0.05 -3.39
C -0.90 -1.37 -3.85
C -2.34 -2.66 -2.37
H 0.71 -2.91 1.97
H -1.15 -2.30 -4.38
H -1.20 -0.52 -4.47
H 0.19 -1.34 -3.70
H -2.85 -2.95 -3.31
H -1.60 -3.47 -2.16
H -3.07 -2.60 -1.55
H 3.80 -2.19 -3.36
H 2.58 -3.33 -2.70
H 2.06 -1.98 -3.73
H 5.00 -1.65 -1.29
H 4.32 -0.90 0.20
H 4.07 -2.65 -0.10
H 0.75 -3.50 1.30
C -2.71 2.03 4.15
C -1.25 1.84 4.50
C -0.59 0.63 3.79
C 0.84 0.34 4.35
C 1.75 1.55 4.41
C -1.41 -0.64 4.02
O -1.22 -1.44 4.93
N -2.48 -0.82 3.12
C -2.20 -0.69 1.75
O -2.73 -1.46 0.91
N -1.30 0.25 1.38
C -0.52 0.95 2.26
O 0.27 1.80 1.83
H -2.83 2.45 3.15
H -3.17 2.72 4.86
H -3.26 1.08 4.19
H -0.68 2.73 4.21
H -1.13 1.70 5.58
H 0.72 -0.09 5.35
H 1.28 -0.44 3.71
H 1.44 2.23 5.21
H 2.76 1.20 4.63
H 1.73 2.06 3.45
H -3.08 -1.61 3.32
*
```